[1]
Entry from the OMol25 dataset: C3H6ClNO in the gas phase at a distorted geometry (ωB97M-V with the def2-TZVPD basis set).

```
12
Properties=species:S:1:pos:R:3:forces:R:3:lowdin_charge:R:1
C 0.0211 1.4236 0.9327 -0.034 -1.489 -3.555 -0.4510
C 0.3925 0.0501 1.4149 1.211 -0.016 -1.986 -0.0084
C -0.4798 0.5087 -1.3658 0.041 -0.684 0.001 -0.1390
N -0.0576 2.4289 1.6661 0.525 -0.946 1.201 -0.4059
O -0.1327 1.5170 -0.5302 1.464 2.825 4.693 -0.1495
Cl -0.2109 3.9109 0.9783 -0.425 1.482 -0.760 0.6437
H 0.4529 -0.0697 2.4630 -0.322 0.109 1.044 0.0680
H -0.2736 -0.6535 0.9315 -0.285 -0.361 0.332 0.0684
H 1.4205 -0.2309 1.0054 -1.167 0.615 0.386 0.1217
H -1.3605 0.0663 -1.0387 -2.489 -0.506 0.167 0.0700
H 0.1442 -0.3516 -1.3256 1.512 -0.483 -0.653 0.0782
H -0.5807 1.0281 -2.2974 -0.030 -0.547 -0.870 0.1039
```
Forces are in eV/Å.

The charge is 0. The value obtained for the HOMO energy is -9.59 eV. The frontier orbital gap is 10.40 eV. The spin multiplicity is 1. Its structure (SMILES) is CO/C(C)=N\Cl.

***

[2]
Entry from the OMol25 dataset: C2H6N4 in the gas phase at a distorted geometry (ωB97M-V with the def2-TZVPD basis set).

```
12
Properties=species:S:1:pos:R:3:forces:R:3:lowdin_charge:R:1
C 1.4299 0.1978 -0.0584 -0.483 2.279 0.402 -0.3066
C -0.7266 -0.7716 -0.0559 -2.565 0.834 0.286 -0.2447
H -1.3885 1.4736 0.0953 -0.857 0.623 0.204 0.0548
H 0.0344 2.3707 0.3898 -0.318 -1.496 0.043 0.1115
H 1.8236 1.2066 -0.0331 0.642 0.176 -0.221 0.1150
H 1.7887 -1.7083 -0.0062 -0.027 0.546 0.059 0.0468
H -0.2610 -1.6946 -0.1335 1.428 -1.475 -0.179 0.0956
H -2.5447 -1.5413 -0.0551 0.574 -0.253 0.014 0.0399
N -0.4242 1.6008 -0.1350 -0.867 1.453 -0.667 0.0756
N 0.0740 0.3254 -0.0089 0.849 -1.498 0.259 -0.1824
N 2.1911 -0.7647 -0.0065 1.699 -2.553 -0.162 0.1073
N -1.9968 -0.6944 0.0074 -0.074 1.362 -0.038 0.0871
```
Forces are in eV/Å.

The charge is 0. The value obtained for the HOMO energy is -8.42 eV. The frontier orbital gap is 9.33 eV. The spin multiplicity is 1. Its structure (SMILES) is [H]/N=C\N(N)/C=N/[H].

***

[3]
Entry from the OMol25 dataset: a molecular structure, C60H59ClN7O5S2Ti at a distorted geometry (ωB97M-V with the def2-TZVPD basis set).

```
135
Properties=species:S:1:pos:R:3:forces:R:3:lowdin_charge:R:1
Ti -0.4100 -0.2662 -0.8989 -0.990 -1.203 -0.358 1.0417
Cl -5.6689 4.2422 1.4661 -0.077 0.097 0.012 0.5998
C -4.5396 2.9726 1.0397 0.071 -0.116 -0.038 -0.6868
C -3.7358 2.4227 2.0297 -0.040 0.060 0.023 -0.1237
C -2.8502 1.4121 1.6784 0.178 -0.235 -0.118 0.0026
C -2.7323 0.9719 0.3603 -0.641 0.674 0.418 -0.2985
O -1.8894 0.0124 0.0333 -1.677 0.452 1.305 -0.2956
C -3.5442 1.5641 -0.6486 0.248 -0.312 -0.102 -0.1468
C -3.4384 1.1400 -2.0040 -0.290 0.284 0.019 -0.1077
N -2.5465 0.2480 -2.3998 0.775 -0.120 -0.099 0.0452
C -2.5250 -0.2429 -3.6564 -0.132 0.305 0.014 -0.2433
C -3.2888 0.2138 -4.7434 0.002 0.114 0.223 -0.0448
C -3.2116 -0.3984 -5.9886 0.164 -0.281 -0.139 -0.1145
C -2.4138 -1.5026 -6.1935 -0.205 0.178 -0.236 -0.0851
C -1.6310 -2.0074 -5.1300 0.118 0.076 0.221 -0.1689
C -0.8161 -3.1433 -5.2723 0.041 0.033 0.211 -0.0280
C -0.1028 -3.5919 -4.1899 -0.115 -0.042 -0.358 -0.0562
C -0.1713 -2.8831 -2.9909 -0.055 0.090 0.120 -0.1755
N -0.8845 -1.7805 -2.8204 0.270 -0.197 -0.092 0.0607
C -1.6441 -1.3565 -3.8622 -0.020 -0.090 -0.334 -0.1392
C -4.4707 2.5488 -0.2672 -0.015 0.014 0.062 -0.0987
H -3.8079 2.7707 3.0508 -0.010 -0.004 -0.002 0.0915
H -2.2260 0.9421 2.4302 0.010 0.005 -0.012 0.1168
H -4.1617 1.5733 -2.6998 0.025 -0.063 0.024 0.1060
H -3.9262 1.0788 -4.6221 0.011 -0.009 0.000 0.0872
H -3.7926 0.0035 -6.8115 -0.022 -0.023 0.007 0.0939
H -2.3730 -1.9957 -7.1578 0.010 0.008 0.011 0.0920
H -0.7806 -3.6493 -6.2306 0.016 -0.027 0.004 0.1079
H 0.5156 -4.4775 -4.2532 0.015 0.004 0.058 0.0995
H 0.3874 -3.2297 -2.1374 0.057 0.069 0.075 0.0137
H -5.1274 2.9773 -1.0149 0.009 0.018 0.001 0.1036
C -0.5981 8.2003 -0.9461 -0.073 0.096 -0.039 -0.0783
O -0.2144 6.8505 -0.8240 0.002 -0.066 -0.032 -0.0839
C 0.9469 6.5804 -0.1609 -0.009 -0.060 0.068 -0.2083
C 1.7357 7.5382 0.4482 0.002 0.105 0.009 -0.0317
C 2.9116 7.1698 1.0954 0.002 -0.026 -0.014 -0.1020
C 3.3015 5.8453 1.1024 0.039 0.054 0.050 -0.0948
C 2.5181 4.8812 0.4794 -0.029 -0.025 -0.090 -0.0202
C 1.3157 5.2207 -0.1339 0.191 -0.025 0.079 -0.1532
N 0.4912 4.3190 -0.8058 -0.092 0.116 -0.143 0.1678
C 0.1791 3.0027 -0.4551 0.270 0.135 -0.142 -0.3219
N 0.5841 2.6728 0.7832 0.067 0.173 0.206 0.1647
C 0.5623 1.4895 1.5506 0.049 -0.217 -0.259 -0.1752
C 0.3655 0.2041 1.0593 0.155 0.199 0.352 -0.1213
C 0.3786 -0.8069 2.0381 -0.021 -0.113 0.133 -0.1638
C 0.6160 -0.5723 3.3774 -0.022 -0.013 -0.117 -0.0943
C 0.8468 0.7213 3.8339 0.050 0.043 0.144 -0.0452
C 0.8164 1.7438 2.9152 -0.025 -0.081 0.051 -0.2201
O 1.0211 3.0673 3.2403 0.024 0.042 -0.055 -0.1121
C 1.3387 3.3683 4.5757 0.028 0.101 0.070 -0.0900
N -0.3951 2.2010 -1.2883 -0.420 -0.700 0.221 0.1511
C -0.7560 2.6834 -2.5692 0.081 0.131 -0.291 -0.1854
C -0.2971 2.0518 -3.7234 -0.194 0.076 0.236 -0.0337
C -0.5825 2.5390 -4.9896 -0.072 -0.082 -0.088 -0.0783
C -1.3740 3.6626 -5.1345 0.020 -0.050 0.015 -0.0927
C -1.9058 4.2706 -4.0072 -0.095 0.174 -0.047 -0.0250
C -1.6159 3.7824 -2.7417 -0.123 -0.178 0.039 -0.2332
O -2.1173 4.3434 -1.5981 -0.007 -0.084 -0.058 -0.1077
C -3.2300 5.2001 -1.7164 -0.046 0.157 0.083 -0.0740
H -1.4994 8.2049 -1.5541 0.000 0.000 0.012 0.0846
H 0.1742 8.7930 -1.4453 0.000 -0.021 0.007 0.0967
H -0.8226 8.6450 0.0279 0.025 -0.026 0.002 0.0981
H 1.4425 8.5787 0.4318 -0.012 -0.026 0.000 0.0987
H 3.5139 7.9291 1.5767 0.013 -0.017 0.004 0.0968
H 4.2247 5.5505 1.5840 -0.007 -0.019 -0.013 0.1006
H 2.8548 3.8540 0.4557 -0.049 -0.030 0.010 0.1141
H -0.2444 4.7702 -1.3311 0.087 0.009 0.104 0.1104
H 0.8229 3.4647 1.3596 -0.011 0.082 -0.065 0.1130
H 0.1752 -1.8233 1.7431 -0.028 0.026 -0.024 0.0115
H 0.6240 -1.3956 4.0828 -0.018 -0.033 -0.022 0.0999
H 1.0368 0.9076 4.8826 -0.011 0.017 -0.043 0.0953
H 1.5207 4.4408 4.6085 -0.007 -0.009 0.011 0.0903
H 2.2398 2.8401 4.9025 -0.022 -0.009 -0.011 0.0936
H 0.5123 3.1232 5.2498 0.013 -0.029 -0.013 0.0944
H 0.2879 1.1563 -3.6050 -0.089 -0.053 -0.007 0.0877
H -0.2014 2.0203 -5.8604 -0.005 -0.014 0.018 0.1063
H -1.6003 4.0599 -6.1158 -0.012 -0.018 -0.002 0.0972
H -2.5475 5.1352 -4.1189 0.017 -0.036 0.022 0.1010
H -3.6353 5.3105 -0.7125 0.000 0.005 -0.028 0.0843
H -3.9935 4.7698 -2.3690 0.008 -0.022 0.015 0.0966
H -2.9402 6.1844 -2.1016 0.014 -0.033 -0.031 0.0822
S 1.6313 -2.6233 -0.2303 0.153 -0.183 0.078 0.7618
C 0.9127 -3.9791 0.5165 0.576 0.075 -0.044 -0.6494
N 1.7171 -4.9078 1.1699 -0.275 0.073 -0.248 -0.1410
C 1.0645 -5.9144 1.9679 -0.152 -0.071 0.064 -0.1317
C -0.0823 -6.4826 1.1485 0.151 0.021 -0.037 -0.1359
N -1.0092 -5.4196 0.8360 0.063 0.136 0.046 -0.1359
C -2.3879 -5.5936 1.2678 0.137 0.002 -0.080 -0.1578
C -2.4871 -5.6996 2.7698 0.009 -0.077 0.034 -0.2102
C -2.8473 -6.8885 3.3939 -0.033 0.053 -0.044 -0.0597
C -2.8750 -6.9837 4.7794 -0.009 -0.006 0.068 -0.0994
C -2.5387 -5.8857 5.5555 -0.011 -0.037 0.005 -0.1053
C -2.1729 -4.6946 4.9396 0.009 0.040 0.017 -0.0813
C -2.1458 -4.6012 3.5580 0.004 0.052 -0.005 -0.0282
C -0.4958 -4.1710 0.4998 -0.533 0.058 -0.019 -0.6744
S -1.5735 -2.9106 0.0856 0.150 -0.014 -0.004 0.7362
C 3.1593 -4.9133 1.0856 -0.091 0.211 0.060 -0.1591
C 3.8408 -4.3688 2.3228 0.019 -0.063 0.057 -0.1944
C 3.4433 -3.1463 2.8629 -0.016 -0.005 -0.007 -0.0231
C 4.0748 -2.6379 3.9866 -0.013 0.033 0.003 -0.0783
C 5.1122 -3.3396 4.5880 0.030 -0.032 0.012 -0.1078
C 5.5151 -4.5540 4.0546 0.055 0.001 0.035 -0.1050
C 4.8794 -5.0649 2.9303 -0.017 0.029 -0.053 -0.0572
H 0.6527 -5.4856 2.8906 0.068 -0.047 0.059 0.1299
H 1.7829 -6.6899 2.2373 0.039 0.016 -0.023 0.1245
H -0.6036 -7.2671 1.6966 -0.021 0.009 0.016 0.1164
H 0.3292 -6.9114 0.2255 -0.040 -0.067 0.026 0.1292
H -2.7989 -6.4904 0.7930 -0.017 0.007 0.041 0.1230
H -2.9344 -4.7246 0.9065 -0.086 -0.074 -0.017 0.0561
H -3.1146 -7.7480 2.7880 0.014 0.002 -0.010 0.1059
H -3.1553 -7.9175 5.2519 -0.009 0.007 -0.003 0.0949
H -2.5646 -5.9540 6.6360 0.017 -0.007 -0.002 0.0943
H -1.9088 -3.8342 5.5422 -0.008 0.006 -0.016 0.1009
H -1.8635 -3.6727 3.0718 0.007 -0.003 -0.004 0.1070
H 3.4219 -4.2885 0.2312 0.062 -0.058 -0.032 0.0781
H 3.5049 -5.9367 0.8987 -0.005 0.007 0.003 0.1192
H 2.6473 -2.5862 2.3870 -0.036 -0.012 -0.014 0.0779
H 3.7583 -1.6820 4.3870 -0.019 -0.011 -0.003 0.0986
H 5.6042 -2.9434 5.4679 -0.004 0.011 -0.010 0.0934
H 6.3277 -5.1055 4.5124 -0.021 -0.008 0.008 0.0936
H 5.2017 -6.0148 2.5164 -0.029 -0.009 0.001 0.1030
C 2.5998 1.5589 -2.8123 -0.143 -0.135 0.096 -0.0330
C 2.4439 0.2473 -2.0215 0.700 0.473 -0.252 -0.6420
C 3.2594 0.3957 -0.7287 -0.383 -0.151 -0.069 -0.0298
C 2.9854 -0.8998 -2.8870 -0.284 0.024 0.220 -0.0361
O 1.0891 -0.0037 -1.7176 2.251 0.286 -1.211 -0.3379
H 3.6553 1.8301 -2.8570 0.030 -0.023 0.005 0.0861
H 2.0497 2.3649 -2.3243 0.067 0.032 -0.048 0.0733
H 2.2287 1.4538 -3.8320 0.126 0.058 0.030 0.0745
H 4.3176 0.5189 -0.9655 -0.006 0.034 -0.032 0.0869
H 3.1362 -0.4814 -0.0985 0.018 -0.051 0.086 0.0360
H 2.9048 1.2662 -0.1718 0.049 0.026 0.014 0.0716
H 3.9578 -0.6345 -3.3060 0.008 0.035 0.016 0.0835
H 2.2850 -1.0950 -3.7028 0.047 0.011 -0.029 0.0851
H 3.0846 -1.8075 -2.2951 0.007 -0.072 -0.031 0.0338
```
Forces are in eV/Å.

The charge is -1. The value obtained for the HOMO energy (alpha / beta) is -2.19 / -4.41 eV. The frontier orbital gap (alpha / beta) is 4.29 / 6.51 eV. As for the expectation value of S²: 2.054. The spin multiplicity is 3.

***

[4]
Entry from the OMol25 dataset: a molecular structure, C12H8N2O4Pd at a distorted geometry (ωB97M-V with the def2-TZVPD basis set).

```
27
Properties=species:S:1:pos:R:3:forces:R:3:lowdin_charge:R:1
Pd -0.5278 -1.5834 -0.6707 -3.689 3.649 -3.060 0.8004
C 0.7679 -1.9161 0.5064 6.618 -1.272 6.063 -0.2267
O 1.6156 -1.9885 1.2929 -3.099 0.130 -2.892 0.2147
C -1.1978 -3.2688 -1.4830 -0.263 -5.430 -0.838 -0.0785
O -1.2844 -4.3916 -1.6865 0.004 3.524 0.387 0.2306
C 0.3212 -0.6136 -2.3035 4.171 1.113 -3.807 -0.0604
O 1.0715 -0.2771 -3.1172 -3.260 -1.128 3.146 0.2036
C -2.1921 -0.9077 0.3780 -3.628 0.201 4.499 -0.0608
O -2.9842 -0.7526 1.2072 3.035 -0.393 -3.561 0.2029
C -2.5128 0.5428 -2.2981 1.318 3.175 1.592 0.0001
H -2.9571 1.0042 -1.4482 -0.745 0.318 0.427 0.0781
H -1.7521 1.1453 -2.7345 0.341 0.447 -0.729 0.0780
C -2.7405 -0.6728 -2.6446 -0.649 -3.968 -1.050 -0.0553
H -2.2799 -1.1666 -3.4700 0.447 0.048 -0.752 0.0785
H -3.4727 -1.3060 -2.1974 -0.722 -0.091 0.495 0.0785
N 4.1866 1.6039 4.0962 0.315 -0.017 0.304 0.2253
C 3.3521 1.5702 3.3146 -1.897 0.116 -1.828 -0.1125
C 2.2603 1.5068 2.2813 1.216 -0.240 1.041 -0.1303
C 2.5739 1.5339 0.9114 -0.302 0.146 0.932 0.0535
C 1.5538 1.2602 0.0163 1.180 -0.168 -0.277 -0.1040
N 0.3515 0.9274 0.4285 -0.658 0.189 -0.031 0.0927
C -0.0135 1.0714 1.6907 -0.084 -0.328 1.052 -0.0956
C 0.9277 1.3362 2.6802 0.306 0.223 -0.037 0.0489
H 3.5812 1.7294 0.5746 -0.010 0.074 -0.113 0.1476
H 1.7685 1.2883 -1.0352 -0.023 -0.182 -0.345 0.1165
H -1.0504 0.9494 1.9764 0.000 -0.184 -0.140 0.1193
H 0.6336 1.3752 3.7344 0.076 0.048 -0.479 0.1549
```
Forces are in eV/Å.

The charge is +2. The value obtained for the HOMO energy (alpha / beta) is -17.52 / -17.45 eV. The frontier orbital gap (alpha / beta) is 9.36 / 5.46 eV. As for the expectation value of S²: 2.030. The spin multiplicity is 3.

***

[5]
Entry from the OMol25 dataset: a molecular structure, C20H19F10N6OPbS (ωB97M-V with the def2-TZVPD basis set).

```
58
Properties=species:S:1:pos:R:3:forces:R:3:lowdin_charge:R:1
Pb -0.7416 1.0130 0.4771 -0.118 -0.085 -0.112 1.2787
C 2.2198 2.3772 -0.6058 -0.007 -0.019 -0.049 -0.1301
N 1.7566 1.0167 -0.2708 0.038 0.001 -0.024 -0.2918
C 2.1303 0.1721 -1.4278 0.049 -0.010 0.027 -0.1636
C 1.6815 -1.2806 -1.4366 0.020 0.016 -0.058 -0.0835
N 0.2759 -1.5059 -1.8060 0.045 -0.169 0.073 0.0132
C -0.0122 -1.6376 -3.1885 -0.010 0.065 -0.035 -0.1127
C 0.1527 -2.8477 -3.8504 0.028 -0.003 -0.016 -0.1405
F 0.5616 -3.9130 -3.1636 0.003 0.010 -0.005 0.1407
C -0.1073 -2.9714 -5.2034 -0.017 0.036 -0.004 -0.1256
F 0.0488 -4.1346 -5.8168 0.003 -0.001 0.005 0.1545
C -0.5375 -1.8620 -5.9185 0.007 -0.006 0.008 -0.1215
F -0.7882 -1.9700 -7.2114 0.004 0.007 0.015 0.1628
C -0.7071 -0.6421 -5.2808 0.004 -0.039 0.013 -0.1294
F -1.1217 0.4166 -5.9638 0.000 -0.007 -0.001 0.1482
C -0.4447 -0.5444 -3.9260 -0.032 0.027 -0.003 -0.1346
F -0.6316 0.6321 -3.3160 0.016 -0.021 -0.002 0.1036
C 2.4444 0.5679 0.9644 -0.021 0.044 -0.019 -0.1734
C 1.7613 1.1349 2.2072 0.113 -0.036 -0.067 -0.2358
N 0.3966 0.6434 2.3187 -0.115 -0.059 0.320 -0.1830
C 0.1499 -0.5206 3.0316 0.166 -0.074 -0.120 -0.2100
C -1.1704 -0.8897 3.3038 -0.032 -0.040 -0.001 -0.1636
F -2.1681 -0.1064 2.8058 -0.020 0.069 -0.017 0.0112
C -1.5494 -2.0208 3.9918 -0.009 0.017 0.007 -0.1444
F -2.8430 -2.2746 4.1892 0.033 0.004 -0.008 0.1303
C -0.5827 -2.8828 4.4748 0.010 -0.022 0.014 -0.1422
F -0.9191 -3.9745 5.1577 0.007 0.026 -0.020 0.1347
C 0.7412 -2.5846 4.2149 -0.033 -0.022 -0.001 -0.1389
F 1.6959 -3.4127 4.6304 -0.008 0.025 -0.006 0.1374
C 1.0910 -1.4509 3.4998 -0.041 0.024 0.017 -0.1299
F 2.4049 -1.3118 3.2275 0.005 -0.017 0.054 0.0829
H 3.2850 2.3583 -0.8615 -0.003 0.007 -0.022 0.1048
H 2.0889 3.0519 0.2342 0.034 -0.024 0.025 0.0250
H 1.6607 2.7621 -1.4581 -0.015 0.019 0.008 0.0897
H 3.2265 0.1770 -1.4988 -0.005 -0.040 -0.026 0.1377
H 1.7577 0.6614 -2.3299 -0.011 0.020 0.012 0.1219
H 1.8657 -1.7844 -0.4909 -0.058 0.040 0.036 0.1257
H 2.2848 -1.7854 -2.1935 0.022 -0.019 0.036 0.1420
H 3.5019 0.8547 0.9117 0.011 -0.006 0.025 0.1395
H 2.3841 -0.5162 1.0214 0.042 0.008 -0.018 0.1065
H 1.7297 2.2275 2.1662 -0.033 -0.011 -0.075 0.0866
H 2.3571 0.8900 3.0837 -0.016 0.013 0.017 0.1250
N -2.5560 2.4894 2.1553 -0.054 -0.017 -0.010 -0.0295
N -2.6359 3.8700 1.9879 -0.013 -0.019 -0.017 -0.0657
C -1.6741 4.5352 1.3314 0.078 -0.037 0.030 -0.8081
N -1.8105 5.8603 1.2615 -0.032 0.043 0.029 0.1143
S -0.3088 3.8119 0.6387 -0.026 0.206 -0.062 0.6438
H -3.4638 2.0739 1.9808 0.008 0.001 0.031 0.1058
H -2.2466 2.2514 3.0923 0.017 -0.026 0.011 0.1022
H -3.3396 4.3846 2.4996 0.016 -0.017 -0.002 0.1618
H -2.5778 6.3530 1.6880 -0.010 0.001 -0.015 0.1222
H -1.1084 6.3945 0.7796 0.010 -0.018 0.004 0.1069
C -1.9232 -2.4973 -1.3156 0.025 0.004 0.040 0.0458
C -0.6124 -1.9260 -0.8497 -0.079 0.090 -0.195 -0.5181
O -0.3413 -1.7849 0.3347 0.017 0.034 0.143 -0.0258
H -1.7717 -3.5013 -1.7164 0.021 0.006 -0.001 0.1030
H -2.3710 -1.8892 -2.1015 -0.024 0.007 0.018 0.0964
H -2.5890 -2.5576 -0.4599 -0.009 -0.008 -0.011 0.0967
```
Forces are in eV/Å.

The charge is +1. The value obtained for the HOMO energy is -10.22 eV. The frontier orbital gap is 7.79 eV. The spin multiplicity is 1.

***

Computed values of energy relative to the best compared isomer or geometry (same formula, charge and spin) (unit: eV) for the preceding records, in sequence: 2.716; 2.409; 2.283; 1.415; 0.134.